The following is a DFT calculation (ωB97M-V/def2-TZVPD) of a structure of composition C2I3O2.

Each line ends with the Mulliken charge.
Positions of all 7 atoms, in Å:
C: -0.394 -1.811 0.433  0.771
C: -0.092 0.933 -0.319  -0.610
O: 0.709 -1.976 0.820  -0.416
O: -1.444 -1.815 0.047  -0.308
I: 0.411 1.465 1.776  -0.115
I: 1.901 0.530 -1.416  -0.166
I: -1.091 2.674 -1.341  -0.157

Computed properties:
* HOMO energy (alpha / beta): -0.1386 / -0.1387 hartree
* energy: -1119.82200 Eh
* total charge: -1
* relative energy (zero: lowest compared OMol25 entry of this formula, charge and spin): 0.521 eV
* LUMO level (alpha / beta): 2.9 / 2.9 eV

The following is a DFT calculation (ωB97M-V/def2-TZVPD) of a cluster of 2 separate species, C2INO3 in total.

Each line ends with the Mulliken charge.
Positions of all 7 atoms, in Å:
C: 2.118 -1.074 -0.099  0.602
C: 1.695 1.355 -0.013  0.595
N: 1.612 0.281 -0.691  -0.374
O: 1.521 -1.294 0.950  -0.637
O: 3.142 -1.582 -0.543  -0.653
O: 1.482 2.430 0.481  -0.533
I: -11.570 -0.116 -0.086  -1.000

Computed properties:
* HOMO energy: -0.0772 hartree
* energy: -654.51445 Eh
* total charge: -2
* relative energy (zero: lowest compared OMol25 entry of this formula, charge and spin): 0.450 eV
* LUMO level: 5.1 eV

The following is a DFT calculation (ωB97M-V/def2-TZVPD) of a structure of composition C2InNO9.

Each line ends with the Mulliken charge.
Positions of all 13 atoms, in Å:
In: -0.650 -2.392 -2.000  0.863
C: 2.944 -1.591 1.122  0.731
O: 1.696 -1.298 1.359  -0.516
O: 3.109 -2.363 0.209  -0.619
O: 3.732 -0.722 1.484  -0.577
C: 0.706 2.117 -2.584  0.764
O: 1.608 2.799 -2.174  -0.563
O: 0.750 1.230 -3.452  -0.624
O: -0.092 1.752 -1.718  -0.467
N: -3.442 0.152 1.956  1.034
O: -3.435 -0.552 0.946  -0.690
O: -2.409 0.613 2.358  -0.649
O: -4.517 0.255 2.495  -0.687

Computed properties:
* HOMO energy: -0.0106 hartree
* energy: -997.89547 Eh
* total charge: -2
* relative energy (zero: lowest compared OMol25 entry of this formula, charge and spin): 5.355 eV
* LUMO level: 2.4 eV

The following is a DFT calculation (ωB97M-V/def2-TZVPD) of a structure of composition C2N3O2S.

Each line ends with the Mulliken charge.
Positions of all 8 atoms, in Å:
C: 1.931 -1.576 0.755  -0.222
C: -1.001 0.529 -1.199  0.679
N: 1.129 -1.267 -0.213  -0.570
N: 0.336 -0.153 -0.086  0.555
N: 0.445 0.518 0.977  -0.343
O: -1.160 1.580 -0.681  -0.500
O: -1.208 -0.297 -2.016  -0.516
S: 1.558 -0.159 2.002  -0.083

Computed properties:
* HOMO energy: -0.1642 hartree
* energy: -789.14707 Eh
* total charge: -1
* relative energy (zero: lowest compared OMol25 entry of this formula, charge and spin): 0.597 eV
* LUMO level: 3.6 eV

The following is a DFT calculation (ωB97M-V/def2-TZVPD) of the ion C2N4O2 with charge -2.

Each line ends with the Mulliken charge.
Positions of all 8 atoms, in Å:
O: 2.123 -0.501 -0.937  -0.678
C: 1.613 0.020 0.064  0.407
O: 2.188 0.561 1.022  -0.699
C: -0.076 0.047 -0.030  0.631
N: -0.770 -1.025 0.396  -0.378
N: -2.061 -0.678 0.271  -0.438
N: -2.119 0.517 -0.298  -0.424
N: -0.899 1.058 -0.488  -0.421

Computed properties:
* HOMO energy: -0.0068 hartree
* energy: -445.68404 Eh
* structure (SMILES): [O-]C([O-])=C1N=NN=N1
* total charge: -2
* relative energy (zero: lowest compared OMol25 entry of this formula, charge and spin): 0.190 eV
* LUMO level: 7.4 eV

The following is a DFT calculation (ωB97M-V/def2-TZVPD) of a cluster of 2 separate species, C2N5 in total.

Each line ends with the Mulliken charge.
Positions of all 7 atoms, in Å:
C: -0.300 0.526 -1.140  0.175
C: 0.982 0.203 -1.468  0.429
N: -1.288 1.115 -1.105  -0.333
N: -0.665 0.015 2.729  -0.586
N: 2.091 0.227 -1.806  -0.380
N: -0.314 -1.424 0.972  -0.754
N: -0.506 -0.662 1.817  0.450

Computed properties:
* HOMO energy: -0.1095 hartree
* energy: -349.94295 Eh
* total charge: -1
* relative energy (zero: lowest compared OMol25 entry of this formula, charge and spin): 2.216 eV
* LUMO level: 3.5 eV

The following is a DFT calculation (ωB97M-V/def2-TZVPD) of a structure of composition C2N6O24Zr.

Each line ends with the Mulliken charge.
Positions of all 33 atoms, in Å:
Zr: 0.205 0.243 -0.146  2.816
C: 3.388 -0.699 0.372  0.325
O: 2.247 0.025 0.158  -0.257
O: 4.135 -1.081 -0.575  -0.794
O: 3.432 -1.262 1.494  -0.720
C: -0.420 -2.901 0.951  0.296
O: -1.277 -3.454 0.198  -0.817
O: 0.124 -1.683 0.714  0.194
O: 0.177 -3.559 1.851  -0.822
N: 0.619 -0.157 3.584  0.725
O: 1.452 -0.995 3.897  -0.595
O: -0.461 -0.084 4.235  -0.706
O: 0.636 0.436 2.472  -0.324
N: 1.301 -2.531 -2.510  0.640
O: 0.835 -1.535 -1.958  -0.296
O: 1.095 -2.808 -3.751  -0.786
O: 2.137 -3.279 -1.974  -0.614
N: -0.203 2.177 -3.034  0.719
O: -1.091 2.152 -3.908  -0.696
O: 0.674 3.050 -2.981  -0.645
O: -0.250 1.368 -2.072  -0.508
N: -3.035 -0.699 -1.283  0.568
O: -3.354 -1.882 -1.386  -0.589
O: -3.893 0.196 -1.442  -0.647
O: -1.887 -0.352 -0.887  -0.337
N: 1.311 3.577 -0.073  0.700
O: 0.983 2.381 -0.081  -0.390
O: 0.517 4.499 0.284  -0.725
O: 2.421 3.947 -0.466  -0.669
N: -2.963 1.200 2.062  0.654
O: -3.993 1.133 1.370  -0.683
O: -3.048 1.482 3.294  -0.695
O: -1.817 1.093 1.592  -0.321

Computed properties:
* HOMO energy: 0.3478 hartree
* energy: -2256.14469 Eh
* total charge: -6
* LUMO level: 12.9 eV

The following is a DFT calculation (ωB97M-V/def2-TZVPD) of a cluster of 2 separate species, C2NO2 in total.

Each line ends with the Mulliken charge.
Positions of all 5 atoms, in Å:
C: -1.417 0.000 0.002  -0.441
C: -0.053 0.015 -0.001  1.284
N: -2.569 -0.016 -0.001  0.039
O: 1.085 0.022 0.000  0.066
O: 2.953 -0.020 0.000  0.051

Computed properties:
* HOMO energy (alpha / beta): -0.6370 / -0.6370 hartree
* energy: -280.80488 Eh
* total charge: +1
* relative energy (zero: lowest compared OMol25 entry of this formula, charge and spin): 1.866 eV
* LUMO level (alpha / beta): -9.1 / -9.1 eV

The following is a DFT calculation (ωB97M-V/def2-TZVPD) of a cluster of 2 separate species, C2O3S in total.

Each line ends with the Mulliken charge.
Positions of all 6 atoms, in Å:
O: 0.375 1.394 0.835  -0.379
C: 1.133 0.555 1.075  0.735
O: 1.757 -0.389 1.282  -0.348
O: -1.902 -1.149 -0.332  -0.305
C: -1.192 -0.610 -1.030  0.661
S: -0.171 0.198 -1.830  -0.364

Computed properties:
* HOMO energy: -0.3937 hartree
* energy: -700.17036 Eh
* structure (SMILES): O=C=O.O=C=S
* relative energy (zero: lowest compared OMol25 entry of this formula, charge and spin): 0.186 eV
* LUMO level: 0.4 eV

The following is a DFT calculation (ωB97M-V/def2-TZVPD) of an isolated molecule of C2O3S2.

Each line ends with the Mulliken charge.
Positions of all 7 atoms, in Å:
O: 1.167 -2.176 0.827  -0.393
C: 0.582 -1.206 0.458  1.179
C: 0.103 -0.138 -0.062  -0.667
S: 0.036 1.356 -1.207  0.405
O: -0.654 1.184 -2.440  -0.440
S: -1.300 0.902 0.498  0.398
O: -0.795 1.646 1.647  -0.482

Computed properties:
* HOMO energy: -0.3643 hartree
* energy: -1098.18173 Eh
* structure (SMILES): O=C=C1S(=O)#S1=O
* relative energy (zero: lowest compared OMol25 entry of this formula, charge and spin): 0.064 eV
* LUMO level: -1.3 eV

The following is a DFT calculation (ωB97M-V/def2-TZVPD) of a structure of composition C2S3.

Each line ends with the Mulliken charge.
Positions of all 5 atoms, in Å:
C: -0.182 0.159 -1.072  -0.049
C: 0.063 -0.099 0.919  0.119
S: 1.597 -0.611 0.103  -0.048
S: -1.228 -0.982 0.020  -0.017
S: -0.250 1.533 0.030  -0.005

Computed properties:
* HOMO energy: -0.3217 hartree
* energy: -1270.56668 Eh
* relative energy (zero: lowest compared OMol25 entry of this formula, charge and spin): 3.363 eV
* LUMO level: -2.0 eV

The following is a DFT calculation (ωB97M-V/def2-TZVPD) of a structure of composition C30H18AuBF2IN2PS2.

Each line ends with the Mulliken charge.
Positions of all 58 atoms, in Å:
Au: -0.599 0.149 -0.137  0.067
I: 2.141 1.514 1.365  0.230
C: 2.859 3.124 0.234  -0.213
C: 3.249 4.192 0.995  -0.634
C: 3.960 5.270 0.438  -0.813
C: 4.326 5.213 -0.869  -0.830
C: 3.932 4.126 -1.687  0.889
C: 4.384 4.101 -3.027  -0.822
C: 4.039 3.085 -3.862  -1.032
C: 3.148 2.104 -3.400  -0.360
C: 2.648 2.095 -2.118  0.578
P: 1.237 0.904 -1.921  1.042
C: 0.099 1.462 -3.234  -0.035
C: 0.089 2.770 -3.714  -0.355
C: -0.906 3.191 -4.586  -0.728
C: -1.899 2.314 -4.993  -0.575
C: -1.908 1.013 -4.509  -0.764
C: -0.926 0.595 -3.624  -0.404
C: 2.002 -0.631 -2.547  1.064
C: 1.760 -1.183 -3.802  -0.018
C: 2.407 -2.350 -4.190  -0.804
C: 3.305 -2.969 -3.334  -0.559
C: 3.561 -2.417 -2.086  -0.645
C: 2.913 -1.258 -1.693  -0.561
C: 3.112 3.072 -1.174  0.476
H: 3.042 4.191 2.057  0.420
H: 4.249 6.103 1.066  0.387
H: 4.928 5.995 -1.315  0.362
H: 5.023 4.909 -3.364  0.374
H: 4.400 3.048 -4.882  0.422
H: 2.810 1.352 -4.102  0.371
H: 0.849 3.474 -3.400  0.391
H: -0.904 4.214 -4.941  0.427
H: -2.673 2.646 -5.673  0.403
H: -2.690 0.325 -4.805  0.414
H: -0.968 -0.410 -3.219  0.535
H: 1.073 -0.704 -4.487  0.410
H: 2.208 -2.772 -5.167  0.431
H: 3.806 -3.879 -3.639  0.382
H: 4.264 -2.893 -1.413  0.422
H: 3.115 -0.834 -0.716  0.323
S: 0.571 -1.897 0.596  -0.319
C: 0.123 -1.929 2.235  0.483
C: 0.947 -2.667 3.124  -0.752
C: 0.640 -2.805 4.449  0.478
C: 1.517 -3.550 5.309  -0.245
N: 2.221 -4.157 5.985  -0.470
C: -0.549 -2.205 4.971  0.568
C: -1.362 -1.488 4.142  -0.778
C: -1.054 -1.298 2.767  0.616
S: -2.113 -0.362 1.839  -0.431
C: -0.886 -2.348 6.360  -0.228
N: -1.155 -2.460 7.472  -0.470
H: 1.845 -3.123 2.731  0.525
H: -2.261 -1.031 4.534  0.527
F: -2.943 1.847 -1.077  -0.204
B: -1.659 1.854 -0.716  0.246
F: -1.092 3.067 -0.701  -0.216

Computed properties:
* HOMO energy (alpha / beta): -0.2531 / -0.3163 hartree
* energy: -3059.30861 Eh
* 2S+1: 3
* relative energy (zero: lowest compared OMol25 entry of this formula, charge and spin): 0.000 eV
* LUMO level (alpha / beta): -0.5 / -3.0 eV